2 unconnected molecules or ions with the total composition C4H9NS, computed with ωB97M-V/def2-TZVPD.

Gap between HOMO and LUMO   0.325 Eh
HOMO energy   -8.007 eV
Energy relative to the best compared isomer or geometry (same formula, charge and spin)   95.1 kcal per mole
Net charge   0

Each line ends with the Mulliken charge.
Cartesian coordinates (Å):
C (1.325, -1.216, -2.079)  -0.3738
C (-0.696, -2.566, -2.458)  -0.2593
C (-1.721, 1.227, 0.908)  -0.7212
C (0.983, 0.998, 1.868)  -0.8531
N (0.331, -1.972, -2.098)  -0.0015
S (-0.377, -0.002, 1.169)  -0.0748
H (1.177, -0.067, -2.172)  0.1976
H (-1.536, -2.801, -1.688)  0.1922
H (-2.608, 1.058, 1.613)  0.2583
H (-1.317, 2.172, 1.083)  0.2750
H (-1.815, 0.981, -0.163)  0.2458
H (0.804, 1.508, 2.784)  0.3466
H (1.830, 0.329, 1.941)  0.2906
H (1.275, 1.870, 1.093)  0.2307
H (2.343, -1.519, -1.803)  0.2467

A single C6H10O molecule, computed with ωB97M-V/def2-TZVPD.

Gap between HOMO and LUMO   0.362 Eh
HOMO energy   -8.809 eV
Energy relative to the best compared isomer or geometry (same formula, charge and spin)   52.8 kcal per mole
Net charge   0

Each line ends with the Mulliken charge.
Cartesian coordinates (Å):
C (0.933, -1.701, -1.153)  -1.0411
C (0.963, -1.099, 0.054)  0.2243
C (1.361, 0.340, 0.231)  -0.6303
C (0.433, 1.353, 0.875)  -0.3338
C (-0.897, 1.354, 0.895)  -0.2668
C (-1.810, 0.293, 0.331)  -0.3888
O (-1.202, -0.934, 0.030)  -0.5598
H (0.793, -2.773, -1.238)  0.3293
H (1.238, -1.153, -2.041)  0.2692
H (0.799, -1.658, 0.975)  0.1889
H (1.653, 0.732, -0.753)  0.2630
H (2.279, 0.301, 0.827)  0.3175
H (0.948, 2.214, 1.307)  0.3169
H (-1.407, 2.206, 1.355)  0.3320
H (-2.582, 0.081, 1.086)  0.2962
H (-2.330, 0.692, -0.546)  0.2773
H (-0.720, -1.119, -0.849)  0.4060

A molecular structure, C25H49CoIN2PS, computed with ωB97M-V/def2-TZVPD.

Gap between HOMO and LUMO (spin up / spin down)   0.321 / 0.292 Eh
Multiplicity   5
HOMO energy (spin up / spin down)   -13.909 / -15.049 eV
Energy relative to the best compared isomer or geometry (same formula, charge and spin)   0.0 kcal per mole
Net charge   +2

Each line ends with the Mulliken spin population.
Cartesian coordinates (Å):
Co (-1.637, 0.166, -0.299)  2.8544
C (-3.553, 1.363, -2.278)  0.0046
C (-3.697, -0.160, -2.366)  0.0099
N (-3.358, -0.811, -1.089)  0.0417
C (-4.431, -0.865, -0.084)  -0.0329
C (-4.656, 0.429, 0.688)  0.0089
S (-3.104, 1.250, 1.239)  0.0543
C (-3.214, 2.872, 0.384)  0.0013
C (-2.335, 2.978, -0.860)  0.0343
N (-2.277, 1.724, -1.625)  0.0577
H (-4.377, 1.782, -1.701)  -0.0018
H (-3.616, 1.783, -3.288)  0.0004
H (-3.003, -0.541, -3.119)  -0.0038
H (-4.715, -0.405, -2.688)  0.0016
H (-3.146, -1.786, -1.303)  0.0205
H (-4.157, -1.650, 0.623)  0.0101
H (-5.382, -1.151, -0.546)  -0.0159
H (-5.217, 0.202, 1.593)  0.0011
H (-5.227, 1.159, 0.119)  0.0011
H (-2.901, 3.615, 1.119)  0.0033
H (-4.266, 3.047, 0.169)  -0.0002
H (-1.314, 3.216, -0.554)  -0.0261
H (-2.700, 3.814, -1.472)  0.0034
H (-1.567, 1.841, -2.349)  -0.0005
I (-1.484, -4.691, -0.205)  0.1183
C (-2.338, -3.119, 0.817)  0.8129
H (-1.854, -2.153, 0.725)  0.1125
H (-2.873, -3.359, 1.714)  0.0047
C (3.347, 3.293, 0.961)  0.0008
C (2.199, 3.157, 1.952)  0.0013
C (1.555, 1.759, 1.862)  -0.0002
C (1.727, 1.163, 0.458)  0.0092
C (1.586, 2.293, -0.557)  0.0184
C (2.837, 3.178, -0.479)  -0.0018
P (0.559, -0.269, 0.173)  -0.0981
C (1.165, -1.238, -1.306)  -0.0760
C (0.574, -0.658, -2.602)  0.0434
C (1.196, -1.362, -3.804)  0.0091
C (2.696, -1.039, -3.900)  0.0006
C (3.256, -0.571, -2.556)  -0.0005
C (2.688, -1.414, -1.423)  0.0054
C (0.848, -1.483, 1.561)  -0.0029
C (0.001, -1.152, 2.795)  -0.0002
C (-0.101, -2.397, 3.684)  0.0053
C (1.201, -3.200, 3.666)  -0.0019
C (2.379, -2.278, 3.399)  0.0037
C (2.310, -1.728, 1.967)  -0.0052
H (4.089, 2.519, 1.165)  0.0000
H (3.842, 4.254, 1.099)  -0.0002
H (1.458, 3.932, 1.751)  -0.0002
H (2.563, 3.316, 2.967)  -0.0001
H (0.489, 1.834, 2.103)  0.0027
H (2.021, 1.107, 2.601)  0.0010
H (2.734, 0.746, 0.347)  -0.0011
H (0.698, 2.878, -0.308)  0.0114
H (1.467, 1.925, -1.575)  0.0054
H (2.595, 4.163, -0.877)  0.0001
H (3.622, 2.761, -1.110)  -0.0006
H (0.705, -2.226, -1.159)  0.0004
H (0.787, 0.407, -2.684)  0.0004
H (-0.518, -0.795, -2.589)  0.0078
H (0.690, -1.058, -4.719)  0.0000
H (1.049, -2.437, -3.695)  -0.0001
H (2.872, -0.264, -4.646)  0.0000
H (3.237, -1.926, -4.233)  0.0003
H (3.020, 0.481, -2.391)  0.0003
H (4.343, -0.655, -2.566)  0.0000
H (3.191, -1.168, -0.490)  -0.0004
H (2.905, -2.462, -1.632)  0.0004
H (0.455, -2.424, 1.153)  0.0089
H (-0.999, -0.808, 2.503)  -0.0154
H (0.466, -0.344, 3.355)  0.0049
H (-0.925, -3.029, 3.353)  -0.0108
H (-0.327, -2.084, 4.704)  0.0006
H (1.171, -3.967, 2.887)  0.0009
H (1.330, -3.723, 4.612)  -0.0003
H (3.320, -2.811, 3.529)  0.0001
H (2.367, -1.462, 4.124)  -0.0003
H (2.753, -2.461, 1.294)  -0.0022
H (2.908, -0.821, 1.915)  -0.0003

2 unconnected molecules or ions with the total composition C4H12, computed with ωB97M-V/def2-TZVPD.

Gap between HOMO and LUMO   0.449 Eh
HOMO energy   -11.076 eV
Energy relative to the best compared isomer or geometry (same formula, charge and spin)   18.1 kcal per mole
Net charge   0

Each line ends with the Mulliken charge.
Cartesian coordinates (Å):
C (-0.978, -1.856, -0.638)  -0.8160
C (0.432, -2.161, -1.223)  -0.7587
H (-0.889, -1.628, 0.481)  0.2321
H (-1.517, -1.048, -1.238)  0.2213
H (-1.572, -2.797, -0.603)  0.3391
H (0.355, -2.313, -2.278)  0.2808
H (0.667, -3.086, -0.769)  0.2701
H (1.206, -1.430, -0.944)  0.2400
C (0.826, 1.527, 0.802)  -0.5343
C (-0.300, 2.497, 1.056)  -0.7389
H (0.476, 0.544, 0.731)  -0.0073
H (1.267, 1.718, -0.305)  0.1940
H (1.692, 1.669, 1.423)  0.3559
H (-1.291, 2.151, 0.705)  0.2845
H (-0.008, 3.538, 0.639)  0.2171
H (-0.270, 2.645, 2.175)  0.2202

A molecular structure, C21H33N6OPS3SiSr, computed with ωB97M-V/def2-TZVPD.

Gap between HOMO and LUMO   0.200 Eh
HOMO energy   -1.120 eV
Energy relative to the best compared isomer or geometry (same formula, charge and spin)   10.7 kcal per mole
Net charge   -2

Each line ends with the Mulliken charge.
Cartesian coordinates (Å):
Sr (0.002, 0.922, -0.836)  1.4905
C (2.875, 0.051, 1.579)  -1.2798
C (2.442, 1.150, 0.661)  -0.0507
N (1.730, 2.163, 1.024)  0.4000
N (1.558, 2.334, 2.348)  -0.9319
C (0.580, 3.193, 2.645)  0.1146
N (0.680, 3.655, 3.947)  -0.4594
S (-0.719, 3.677, 1.690)  -0.2983
C (2.923, 1.149, -0.740)  1.5273
C (4.120, 0.482, -1.025)  -0.5310
C (4.624, 0.522, -2.308)  -0.4537
C (3.929, 1.218, -3.283)  -0.5966
C (2.743, 1.839, -2.926)  -0.5606
N (2.267, 1.828, -1.686)  -0.4104
H (2.188, 0.024, 2.422)  0.0975
H (3.880, 0.207, 1.987)  0.2831
H (2.854, -0.904, 1.049)  0.1968
H (1.295, 3.111, 4.532)  0.2700
H (-0.178, 3.983, 4.356)  0.2515
H (4.630, -0.064, -0.246)  0.3415
H (5.548, 0.010, -2.552)  0.3777
H (4.277, 1.266, -4.306)  0.3823
H (2.148, 2.384, -3.650)  0.4102
S (-2.464, -0.112, -2.172)  -0.3329
C (-3.271, 1.217, -2.951)  0.2514
C (-4.495, 0.891, -3.613)  -0.0301
N (-5.491, 0.614, -4.128)  -0.6531
C (-2.830, 2.515, -2.988)  0.3211
S (-1.400, 3.137, -2.231)  -0.3096
C (-3.611, 3.472, -3.711)  -0.1006
N (-4.216, 4.259, -4.301)  -0.6278
C (2.075, -2.444, -3.626)  -1.0235
Si (1.445, -2.627, -1.849)  0.0793
C (0.054, -3.908, -1.884)  -1.1679
C (2.861, -3.432, -0.866)  -1.1019
O (1.008, -1.248, -1.214)  -0.3771
H (2.293, -3.416, -4.081)  0.3620
H (2.985, -1.838, -3.652)  0.2000
H (1.319, -1.943, -4.236)  0.2421
H (0.323, -4.795, -2.469)  0.3960
H (-0.846, -3.468, -2.321)  0.2973
H (-0.196, -4.237, -0.872)  0.2438
H (3.149, -4.395, -1.303)  0.3834
H (2.550, -3.611, 0.167)  0.2356
H (3.747, -2.790, -0.848)  0.2500
C (-1.740, -0.285, 4.743)  -1.5108
C (-0.930, 0.363, 3.624)  -0.1015
P (-1.566, 0.137, 1.903)  1.0108
C (-3.255, 0.868, 2.076)  -0.7392
C (-3.836, 1.447, 0.790)  -1.0697
C (-1.879, -1.686, 1.940)  -0.9945
C (-2.166, -2.271, 0.563)  -0.7730
H (-1.337, -0.021, 5.725)  0.4658
H (-1.734, -1.374, 4.669)  0.2869
H (-2.782, 0.040, 4.719)  0.2756
H (0.105, 0.013, 3.635)  -0.0146
H (-0.876, 1.441, 3.773)  0.0609
H (-3.146, 1.667, 2.817)  0.4159
H (-3.927, 0.120, 2.513)  0.3915
H (-3.144, 2.155, 0.329)  0.1144
H (-4.769, 1.977, 1.000)  0.4090
H (-4.032, 0.676, 0.045)  0.2335
H (-2.695, -1.911, 2.635)  0.5205
H (-0.973, -2.135, 2.362)  0.4046
H (-3.037, -1.808, 0.097)  0.2550
H (-2.342, -3.349, 0.621)  0.4267
H (-1.325, -2.105, -0.114)  -0.1760

A single C4H12N4 molecule, computed with ωB97M-V/def2-TZVPD.

Gap between HOMO and LUMO   0.357 Eh
HOMO energy   -8.742 eV
Energy relative to the best compared isomer or geometry (same formula, charge and spin)   18.0 kcal per mole
Net charge   0

Each line ends with the Mulliken charge.
Cartesian coordinates (Å):
H (1.995, -1.091, 1.966)  0.2272
N (1.591, -0.503, 1.239)  -0.6323
C (0.326, -0.582, 1.165)  0.1913
N (-0.536, -1.236, 2.002)  -0.4312
C (-0.393, 0.186, 0.064)  1.1804
C (-1.118, -0.759, -0.889)  -1.7642
N (-1.348, 1.124, 0.647)  -0.8638
N (0.501, 1.141, -0.661)  -0.5397
C (1.207, 0.656, -1.845)  -0.9350
H (-1.480, -0.883, 2.026)  0.2636
H (-0.170, -1.624, 2.859)  0.2194
H (-1.903, -1.272, -0.341)  0.3580
H (-1.583, -0.188, -1.690)  0.4091
H (-0.426, -1.478, -1.323)  0.3688
H (-0.923, 1.624, 1.424)  0.3064
H (-1.151, 1.844, -0.223)  0.4274
H (1.214, 1.405, 0.020)  0.2984
H (0.496, 0.460, -2.646)  0.2900
H (1.786, -0.250, -1.641)  0.3079
H (1.914, 1.425, -2.153)  0.3181